Entry 1:
This record from the OMol25 dataset describes C51H104Br2N2O12S as an isolated structure. The level of theory is wB97M-V/def2-TZVPD.

* HOMO: -0.3311 Ha
* LUMO level: -0.8 eV
* gap between HOMO and LUMO: 8.24 eV

```
172
Properties=species:S:1:pos:R:3:forces:R:3:mulliken_charge:R:1
C -3.654 4.437 -5.000 0.4 0.0 -0.1 -1.3177
C -2.660 3.751 -4.068 -0.4 0.2 -0.2 -0.4332
C -3.274 3.279 -2.759 0.8 -0.5 0.3 -0.6995
C -2.573 2.039 -2.166 -0.7 0.8 0.2 -0.5685
C -2.743 1.997 -0.652 0.1 -0.5 -0.2 -0.4739
C -2.301 0.645 -0.091 0.0 0.2 0.2 -0.6660
C -0.816 0.337 -0.269 0.1 0.0 -0.2 -1.5487
C 0.120 1.414 0.281 -0.5 0.1 0.0 1.4757
C -0.005 1.579 1.785 0.1 -0.4 0.4 -0.5645
C 0.433 0.372 2.631 -0.1 0.2 -0.5 -1.0166
C 1.840 -0.201 2.349 -0.5 -0.1 0.8 -0.3229
C 2.829 0.057 3.504 0.7 -0.2 -0.6 -0.7820
C 3.974 1.060 3.213 -0.7 0.2 0.5 -0.9530
C 3.652 2.171 2.199 0.8 0.0 0.0 -0.2834
C 4.529 2.061 0.935 -0.7 -0.2 0.2 -0.1961
C 3.838 2.496 -0.358 0.5 0.4 0.1 -0.2277
C 4.779 2.995 -1.470 -0.1 -0.6 0.0 -1.0579
C 6.160 2.341 -1.520 -0.2 -0.1 -0.4 -1.5615
C 6.138 0.843 -1.653 0.4 -0.5 0.9 0.4428
C 5.494 0.247 -2.773 0.2 -0.8 0.0 -0.4682
C 5.451 -1.109 -2.967 0.1 0.0 -0.1 -0.0845
C 4.791 -1.673 -4.198 -0.3 0.0 0.2 -1.2650
Br 5.899 -3.000 -5.088 0.3 0.1 0.0 -0.0494
C 3.404 -2.251 -3.886 0.4 0.2 0.1 0.0653
C 2.499 -1.214 -3.238 0.3 0.2 0.1 -1.2942
Br 2.573 -2.855 -5.539 -0.1 -0.1 0.1 -0.1234
C 6.045 -1.940 -1.963 -0.2 -0.2 0.1 1.7566
N 6.045 -3.282 -1.899 -0.4 0.1 -0.5 -0.4771
S 6.821 -3.695 -0.582 0.2 0.1 0.3 0.1156
N 7.212 -2.253 0.016 -0.1 -0.3 -0.1 -0.6259
C 6.710 -1.362 -0.846 0.0 0.7 0.0 0.1350
C 6.762 0.051 -0.714 -0.4 0.5 -0.6 -0.7664
H -3.202 4.562 -5.981 0.0 0.1 -0.2 0.3712
H -4.556 3.850 -5.131 -0.2 -0.1 0.0 0.3636
H -3.913 5.428 -4.645 -0.2 0.1 0.2 0.3021
H -2.201 2.921 -4.600 0.0 -0.3 0.0 0.3911
H -1.862 4.459 -3.858 0.3 0.0 0.1 0.3107
H -4.322 3.021 -2.880 -0.3 0.2 -0.1 0.3682
H -3.193 4.068 -2.016 -0.2 0.3 0.1 0.3435
H -1.514 2.054 -2.408 0.2 -0.1 -0.2 0.3284
H -3.052 1.165 -2.601 0.3 -0.3 -0.2 0.2452
H -2.192 2.841 -0.243 0.1 0.0 0.3 0.1153
H -3.784 2.155 -0.376 -0.2 0.1 -0.1 0.6262
H -2.573 0.551 0.960 0.0 0.1 0.2 -0.2504
H -2.891 -0.111 -0.607 0.0 -0.2 -0.1 0.7402
H -0.606 0.209 -1.330 0.0 0.0 -0.2 0.3995
H -0.594 -0.621 0.195 0.1 -0.2 0.1 0.6796
H -0.171 2.358 -0.174 0.2 0.2 -0.2 0.5700
H 1.138 1.224 -0.045 0.2 -0.1 0.1 -1.4546
H 0.510 2.459 2.161 0.2 0.3 -0.2 0.4461
H -1.054 1.752 2.012 -0.2 0.2 0.1 0.1022
H 0.362 0.688 3.666 0.1 0.0 0.3 0.5283
H -0.317 -0.409 2.525 -0.1 -0.2 -0.1 0.3803
H 2.234 0.163 1.408 0.1 0.1 -0.2 -0.0802
H 1.718 -1.274 2.238 0.1 -0.2 -0.1 0.5887
H 3.305 -0.889 3.754 0.0 -0.1 0.1 0.2012
H 2.308 0.356 4.405 -0.3 0.2 0.1 0.3409
H 4.867 0.516 2.928 0.2 -0.1 -0.3 0.3542
H 4.220 1.530 4.163 0.2 0.0 0.2 0.4256
H 3.880 3.127 2.664 -0.2 0.3 0.1 0.6636
H 2.603 2.205 1.940 -0.2 -0.1 -0.1 -0.3232
H 5.450 2.605 1.122 0.2 0.1 -0.1 0.5058
H 4.784 1.013 0.826 0.3 -0.2 -0.1 0.0565
H 3.264 1.653 -0.729 -0.2 -0.1 -0.1 -0.3870
H 3.139 3.300 -0.141 -0.3 0.1 0.0 0.6816
H 4.900 4.071 -1.423 0.1 0.2 0.1 0.3966
H 4.301 2.787 -2.426 -0.2 0.2 -0.2 0.4574
H 6.650 2.714 -2.419 0.3 0.2 0.0 0.5159
H 6.760 2.617 -0.662 0.2 0.1 0.1 0.4064
H 5.057 0.885 -3.524 -0.1 0.2 -0.1 0.3901
H 4.677 -0.879 -4.926 0.0 0.1 -0.1 0.6619
H 3.563 -3.096 -3.227 -0.3 -0.4 -0.2 0.4860
H 2.656 -1.187 -2.163 0.0 -0.1 0.2 0.2599
H 1.455 -1.409 -3.435 -0.2 -0.1 0.0 0.6693
H 2.752 -0.225 -3.608 -0.2 0.2 -0.2 0.2885
H 7.247 0.508 0.132 0.1 0.0 0.2 0.3934
C -2.048 2.800 4.910 0.1 -0.1 -0.1 -0.7956
O -1.849 3.867 3.995 -0.1 -0.1 0.1 -0.0910
C -3.068 4.411 3.513 0.3 0.1 -0.2 -0.1660
C -3.417 5.697 4.228 -0.3 0.0 0.1 -0.8364
O -3.684 5.479 5.603 0.1 0.0 0.0 -0.4118
C -2.567 5.761 6.428 0.0 0.0 0.0 -0.5561
H -1.101 2.613 5.416 0.0 0.0 0.0 0.2027
H -2.805 3.045 5.657 0.0 0.0 0.0 0.4695
H -2.350 1.893 4.375 -0.1 0.0 0.1 0.1656
H -3.880 3.685 3.611 0.0 0.0 0.1 0.2093
H -2.931 4.626 2.447 0.0 0.0 0.0 0.2799
H -4.322 6.122 3.782 0.0 0.0 0.0 0.4431
H -2.607 6.422 4.103 0.0 0.0 0.0 0.3245
H -2.427 6.843 6.529 0.0 0.0 0.0 0.3622
H -1.654 5.316 6.030 0.0 0.0 0.1 0.1371
H -2.760 5.342 7.414 -0.1 0.0 0.0 0.2484
C -4.924 -1.110 3.086 0.1 0.0 0.0 -0.7749
O -5.010 0.276 3.367 -0.1 -0.1 0.0 -0.3281
C -5.602 1.029 2.320 0.2 0.1 0.2 0.1082
C -7.049 1.356 2.610 -0.2 0.0 -0.2 -0.8457
O -7.859 0.193 2.643 0.1 0.0 0.1 -0.3907
C -8.147 -0.259 3.954 -0.1 0.0 0.0 -0.6875
H -4.693 -1.621 4.020 0.0 0.0 0.0 0.2633
H -5.865 -1.501 2.692 0.0 0.0 0.0 0.3717
H -4.121 -1.308 2.367 0.0 0.0 0.0 0.2370
H -5.508 0.501 1.365 -0.1 0.0 0.0 0.3427
H -5.034 1.962 2.242 0.0 0.0 -0.1 0.1099
H -7.433 1.994 1.807 0.0 0.0 0.0 0.3950
H -7.131 1.911 3.550 0.0 0.0 0.0 0.3692
H -8.901 0.381 4.425 0.0 0.0 0.0 0.3212
H -7.252 -0.283 4.580 0.0 0.0 0.0 0.2919
H -8.547 -1.268 3.874 0.0 0.0 0.0 0.2507
C 3.650 7.197 7.879 0.0 0.0 0.0 -0.7072
O 3.894 5.824 7.637 -0.1 0.1 0.0 -0.3708
C 3.039 4.960 8.367 0.2 -0.1 -0.1 -0.6608
C 1.904 4.437 7.516 -0.2 0.0 0.1 -0.2888
O 1.022 5.471 7.111 0.1 0.1 0.0 -0.3335
C 1.246 5.914 5.784 -0.1 -0.1 -0.1 -0.7249
H 4.172 7.764 7.109 0.0 0.0 0.0 0.2438
H 2.585 7.433 7.832 0.0 0.0 0.0 0.2958
H 4.043 7.491 8.859 0.0 0.0 0.0 0.3276
H 2.645 5.466 9.253 0.0 0.0 0.0 0.3316
H 3.645 4.112 8.703 0.0 0.0 0.0 0.3792
H 1.319 3.726 8.109 0.0 0.0 0.0 0.3892
H 2.298 3.904 6.645 0.0 0.0 0.0 0.2416
H 0.854 5.182 5.068 0.0 0.0 0.0 0.1471
H 2.307 6.086 5.586 0.0 0.0 0.0 0.4761
H 0.707 6.851 5.652 0.0 0.0 0.0 0.2452
C 7.276 -6.925 3.810 0.0 0.0 0.0 -0.7424
O 7.419 -5.521 3.696 -0.1 -0.1 0.0 -0.4231
C 6.611 -4.951 2.680 0.2 0.1 0.1 -0.3655
C 5.361 -4.311 3.241 -0.2 -0.1 -0.1 -0.2649
O 4.488 -5.266 3.820 0.1 0.0 0.0 -0.4052
C 4.572 -5.325 5.232 -0.1 0.0 0.0 -0.6996
H 7.732 -7.227 4.751 0.0 0.0 0.0 0.2533
H 6.226 -7.226 3.813 0.0 0.0 0.0 0.3243
H 7.794 -7.432 2.989 0.0 0.0 0.0 0.3211
H 6.350 -5.701 1.927 0.0 0.0 0.0 0.3329
H 7.208 -4.173 2.194 0.0 0.0 0.0 0.2235
H 4.816 -3.829 2.422 0.0 0.0 0.0 0.2626
H 5.627 -3.539 3.969 0.0 0.0 0.0 0.3246
H 4.068 -4.464 5.685 0.0 0.0 0.0 0.2924
H 5.609 -5.357 5.575 0.0 0.0 0.0 0.3315
H 4.067 -6.233 5.555 0.0 0.0 0.0 0.2451
C -2.130 -4.017 -6.049 0.0 0.1 0.1 -0.6135
O -1.827 -2.822 -6.753 0.0 -0.2 0.0 -0.4571
C -0.544 -2.850 -7.357 -0.2 0.2 0.0 -0.2099
C -0.628 -3.158 -8.835 0.2 -0.2 -0.1 -0.6029
O -1.129 -4.464 -9.076 -0.1 0.1 0.1 -0.4088
C -2.500 -4.471 -9.424 0.0 0.0 -0.1 -0.7082
H -3.197 -4.023 -5.834 0.0 0.0 0.0 0.1574
H -1.887 -4.905 -6.636 0.0 0.0 0.0 0.2909
H -1.577 -4.047 -5.103 0.0 -0.1 0.0 0.3467
H 0.097 -3.574 -6.850 0.0 -0.1 0.0 0.1101
H -0.097 -1.858 -7.231 0.0 0.0 0.0 0.4571
H 0.379 -3.110 -9.263 0.0 0.0 0.0 0.3841
H -1.247 -2.412 -9.342 0.0 0.0 0.0 0.3206
H -2.637 -4.137 -10.459 0.0 0.0 0.0 0.3731
H -3.090 -3.836 -8.758 0.0 0.0 0.0 0.3215
H -2.858 -5.495 -9.341 0.1 0.0 0.0 0.1928
C -4.758 -6.805 -7.025 0.0 0.0 0.1 -0.7203
O -5.272 -5.569 -6.560 -0.1 -0.1 -0.1 -0.3536
C -5.934 -4.818 -7.567 0.1 0.1 0.3 -0.2372
C -7.437 -4.955 -7.470 -0.1 0.0 -0.2 -0.7598
O -7.868 -6.279 -7.739 0.1 0.0 0.1 -0.3740
C -8.155 -7.029 -6.573 0.0 0.0 0.0 -0.6781
H -4.503 -7.404 -6.152 0.0 0.0 0.0 0.2478
H -5.492 -7.347 -7.624 0.0 0.0 0.0 0.4064
H -3.852 -6.647 -7.618 0.0 0.0 0.0 0.2112
H -5.588 -5.113 -8.563 0.0 -0.1 0.0 0.3006
H -5.666 -3.767 -7.416 0.0 0.0 0.0 0.3542
H -7.897 -4.305 -8.220 0.0 0.0 0.0 0.3890
H -7.783 -4.630 -6.484 0.0 0.0 0.0 0.3662
H -9.112 -6.716 -6.139 0.0 0.0 0.0 0.3193
H -7.369 -6.928 -5.821 0.0 0.0 0.0 0.2886
H -8.231 -8.075 -6.864 0.0 0.0 0.0 0.2410
```
Forces are in eV/Å.


Entry 2:
This record from the OMol25 dataset describes a 5-piece molecular cluster, C51H105BIN9O9P overall. The level of theory is wB97M-V/def2-TZVPD.

* HOMO (alpha / beta): -0.3550 / -0.3906 Ha
* net charge: +1
* LUMO level (alpha / beta): -2.4 / -2.4 eV
* 2S+1: 5
* gap between HOMO and LUMO (alpha / beta): 7.30 / 8.27 eV

```
177
Properties=species:S:1:pos:R:3:forces:R:3:mulliken_charge:R:1
C 0.345 -0.798 5.921 -0.1 0.4 -0.5 -0.4796
C 1.326 -1.019 4.753 -0.1 -0.2 0.4 -0.2993
C 2.052 0.243 4.332 0.2 -0.1 -0.2 -0.4894
O 1.284 1.135 3.470 -0.2 0.0 0.1 -0.1077
N 0.947 0.480 2.319 -0.3 -0.3 -0.1 -0.2321
C -0.236 0.612 1.739 0.2 0.1 0.2 -0.3172
N -0.435 -0.124 0.605 -0.3 0.2 0.4 -0.4838
C -1.846 -0.204 0.178 -0.3 -0.2 0.1 1.1960
C -2.017 -1.055 -1.087 -0.2 -0.4 0.1 -0.8175
C -3.011 -2.203 -0.857 -0.1 0.1 0.1 -0.9373
C -4.431 -1.726 -0.564 -0.1 0.1 0.2 0.2459
C -5.327 -2.861 -0.094 -0.1 -0.4 0.0 -0.8411
O -6.571 -2.359 0.427 0.2 0.5 -0.6 -0.3517
C -6.509 -1.872 1.681 -0.3 0.1 0.0 0.1610
O -6.179 -2.503 2.630 0.5 -0.3 0.5 -0.4752
C -2.383 1.201 0.025 0.2 0.1 -0.1 -2.5830
C -1.987 2.153 1.191 0.2 0.5 -0.4 2.4845
C -1.077 3.283 0.635 0.1 0.1 0.5 -1.0352
C -1.694 4.508 -0.038 0.1 0.0 -0.4 -0.9491
C -2.298 4.329 -1.440 -0.2 0.4 0.0 -0.1100
N -3.243 5.418 -1.719 0.2 -0.1 0.1 -0.6467
P -3.620 2.640 1.985 0.1 -0.3 0.4 -0.1697
O -4.381 3.345 0.726 0.0 -0.2 -0.2 -0.4507
I -3.122 4.559 3.365 0.0 0.1 0.0 -0.1106
N -1.165 1.461 2.255 -0.2 -0.9 -0.6 0.5445
B -1.813 0.924 3.542 0.2 0.7 0.4 0.3112
N -1.612 1.665 4.715 0.0 -1.1 0.1 0.0239
O -2.522 -0.253 3.577 -0.3 0.3 -0.2 -0.6876
H 0.541 0.191 6.341 0.0 -0.2 0.4 -0.0590
H -0.685 -0.789 5.563 0.0 -0.1 0.1 0.0505
H 0.435 -1.560 6.691 0.1 0.1 0.0 0.3799
H 0.805 -1.483 3.910 0.1 0.0 -0.1 0.1997
H 2.093 -1.737 5.052 0.0 0.1 0.0 0.5202
H 2.987 0.016 3.806 -0.1 0.0 0.0 0.3294
H 2.291 0.873 5.190 0.0 0.0 -0.1 0.2369
H 1.664 -0.105 1.909 0.0 0.0 0.0 0.3450
H -0.025 -1.046 0.701 0.3 0.1 -0.4 0.5454
H -2.394 -0.717 0.978 0.0 0.1 0.1 -0.1219
H -1.063 -1.511 -1.363 0.0 0.3 -0.2 -0.1017
H -2.387 -0.446 -1.915 0.3 0.1 -0.1 0.4003
H -3.032 -2.856 -1.733 0.1 0.0 0.0 0.5241
H -2.651 -2.799 -0.010 0.0 -0.1 -0.1 0.4059
H -4.866 -1.246 -1.445 0.0 0.0 0.0 0.2587
H -4.427 -0.968 0.231 0.1 0.0 0.0 -0.1906
H -4.834 -3.458 0.676 0.0 0.0 0.0 0.4479
H -5.595 -3.522 -0.917 0.0 0.0 0.0 0.3263
H -6.808 -0.820 1.752 -0.3 0.1 -0.1 0.4323
H -1.960 1.623 -0.888 -0.1 -0.1 0.0 0.5228
H -3.462 1.132 -0.140 0.0 0.0 0.1 0.2398
H -0.489 3.631 1.488 -0.1 0.1 0.0 0.4923
H -0.360 2.811 -0.052 0.0 0.0 0.0 0.3849
H -0.878 5.232 -0.141 -0.1 0.0 0.1 0.3725
H -2.443 4.995 0.579 0.0 -0.1 0.1 0.1278
H -1.490 4.365 -2.177 0.0 -0.3 0.0 0.4276
H -2.827 3.380 -1.529 0.1 0.0 0.0 0.0166
H -4.152 5.069 -1.976 0.0 0.1 -0.1 0.1997
H -2.893 6.034 -2.441 -0.1 0.1 0.0 0.1962
H -5.145 2.803 0.488 -0.1 0.3 0.0 0.3299
H -2.109 1.293 5.514 0.1 0.1 0.1 0.1941
H -0.680 1.966 4.960 -0.2 0.6 -0.2 0.0256
H -3.199 -0.348 2.897 0.1 -0.2 0.0 0.2231
C 3.570 5.099 7.902 0.1 -0.1 0.0 -1.9204
C 2.370 4.134 8.038 0.5 0.7 -0.4 2.1592
C 1.452 4.571 9.181 -0.2 -0.1 0.2 -1.3338
C 2.038 4.320 10.568 0.1 0.0 -0.1 -0.4957
C 2.487 2.869 10.720 -0.3 0.1 0.0 -1.2122
C 3.444 2.417 9.616 0.9 0.0 0.1 1.5909
N 2.839 2.731 8.275 -1.0 -0.2 0.9 0.4031
O 1.967 1.843 7.947 0.2 0.1 -0.6 -0.5286
C 4.816 3.082 9.794 0.0 0.1 -0.1 -1.6593
C 3.676 0.914 9.703 -0.2 -0.2 0.0 -1.9673
C 1.617 4.197 6.715 -0.2 -0.3 -0.1 -2.1180
H 3.361 5.847 7.140 -0.1 0.0 0.0 0.4910
H 3.788 5.637 8.822 0.0 0.0 0.0 0.3397
H 4.472 4.572 7.593 0.0 0.0 0.0 0.3401
H 0.502 4.033 9.096 0.0 -0.1 0.0 0.3794
H 1.224 5.632 9.053 0.0 0.0 0.0 0.3691
H 2.874 4.998 10.761 0.0 0.0 0.0 0.3041
H 1.285 4.549 11.324 0.0 0.0 0.0 0.3865
H 2.981 2.725 11.683 0.0 0.0 0.0 0.3988
H 1.606 2.220 10.717 0.0 0.0 -0.1 0.3728
H 5.467 2.860 8.948 0.0 0.0 0.0 0.3621
H 5.286 2.682 10.692 0.0 -0.1 0.0 0.4426
H 4.771 4.160 9.916 0.0 0.0 0.0 0.3131
H 2.744 0.355 9.691 0.0 0.0 0.0 0.3690
H 4.191 0.693 10.637 0.0 0.0 0.0 0.4393
H 4.298 0.566 8.877 0.0 0.0 0.0 0.4347
H 2.250 3.854 5.894 0.0 0.0 0.0 0.5016
H 1.334 5.230 6.518 0.0 0.0 0.0 0.5355
H 0.706 3.600 6.725 0.0 -0.1 0.1 0.2666
C 0.218 10.899 -3.729 -0.1 0.0 -0.1 -1.8055
C 0.347 9.416 -3.318 -0.1 0.8 0.1 1.9855
C 1.745 8.884 -3.641 0.2 -0.3 -0.1 -1.2871
C 1.993 8.669 -5.132 -0.1 0.0 0.0 -0.4496
C 0.900 7.796 -5.746 0.3 -0.1 0.2 -1.2608
C -0.511 8.322 -5.478 -0.4 0.5 -0.6 1.7217
N -0.681 8.570 -4.009 1.0 -0.9 0.1 0.2796
O -0.918 7.482 -3.366 -0.4 0.1 0.1 -0.4672
C -0.770 9.592 -6.301 0.0 0.1 0.1 -1.7046
C -1.547 7.297 -5.920 0.0 -0.2 0.1 -1.8868
C 0.105 9.342 -1.815 0.0 -0.2 0.1 -1.9392
H 0.405 11.540 -2.868 0.1 0.0 0.0 0.4870
H 0.927 11.190 -4.502 0.0 0.0 0.0 0.3261
H -0.786 11.128 -4.083 0.0 0.0 0.0 0.3253
H 1.888 7.931 -3.120 -0.1 0.0 0.0 0.3554
H 2.480 9.580 -3.229 0.0 0.0 0.0 0.3533
H 2.056 9.627 -5.654 0.0 0.0 0.0 0.3107
H 2.962 8.187 -5.270 0.0 0.0 0.0 0.3810
H 1.040 7.718 -6.826 0.0 0.0 0.0 0.3963
H 0.985 6.783 -5.342 -0.1 0.0 0.1 0.3409
H -1.726 10.040 -6.028 0.0 0.0 0.0 0.3649
H -0.813 9.326 -7.356 0.0 -0.1 0.0 0.4473
H 0.003 10.347 -6.197 0.0 0.0 0.0 0.3105
H -1.380 6.325 -5.463 0.0 0.0 0.1 0.3183
H -1.484 7.179 -7.002 0.0 0.0 0.0 0.4341
H -2.555 7.627 -5.668 0.0 0.0 0.0 0.4416
H -0.903 9.676 -1.565 0.0 0.0 0.0 0.4650
H 0.820 9.997 -1.318 0.0 0.0 0.0 0.4914
H 0.239 8.335 -1.428 -0.1 0.0 0.0 0.2695
C 2.069 -5.415 -5.947 -0.1 0.0 0.0 -1.6942
C 2.321 -3.996 -5.388 0.2 -0.7 -0.5 2.0051
C 2.507 -4.044 -3.870 -0.1 0.2 0.3 -1.5025
C 1.213 -4.307 -3.104 0.0 -0.1 -0.1 -0.1161
C 0.123 -3.318 -3.511 0.3 0.0 0.3 -0.7662
C -0.114 -3.276 -5.019 -0.7 -0.5 -0.4 1.7743
N 1.189 -3.071 -5.721 0.3 0.6 1.1 0.5434
O 1.549 -1.836 -5.696 -0.1 -0.1 -0.4 -0.6297
C -0.814 -4.567 -5.475 0.1 -0.1 0.0 -1.6693
C -1.049 -2.126 -5.374 0.1 0.2 0.1 -1.8964
C 3.589 -3.467 -6.044 0.1 0.2 0.0 -1.9676
H 3.004 -5.840 -6.310 0.1 0.0 0.1 0.4908
H 1.675 -6.107 -5.202 -0.1 0.0 0.0 0.1734
H 1.382 -5.392 -6.791 0.0 0.0 0.0 0.2971
H 2.930 -3.091 -3.534 0.0 0.0 -0.1 0.3476
H 3.247 -4.814 -3.639 0.0 0.0 0.0 0.3834
H 0.873 -5.334 -3.263 0.0 0.0 0.0 -0.1274
H 1.404 -4.220 -2.032 0.0 0.0 0.0 0.4495
H -0.819 -3.576 -3.016 0.0 0.0 -0.1 0.0944
H 0.400 -2.315 -3.165 0.0 0.0 -0.1 0.3225
H -0.881 -4.602 -6.563 0.0 0.0 0.0 0.3428
H -1.828 -4.580 -5.075 0.0 0.1 0.0 0.4570
H -0.327 -5.475 -5.132 0.0 0.0 0.0 0.1963
H -0.685 -1.173 -4.996 0.1 0.0 0.0 0.3546
H -2.028 -2.321 -4.931 0.0 0.0 0.0 0.3892
H -1.172 -2.040 -6.453 0.0 0.0 0.0 0.4516
H 3.465 -3.385 -7.124 0.0 0.0 0.0 0.4485
H 4.400 -4.167 -5.841 0.0 0.0 0.0 0.4740
H 3.876 -2.493 -5.656 -0.1 0.0 0.0 0.3813
C 1.013 -11.517 -3.681 -0.1 0.0 0.0 -1.7751
C 1.294 -10.188 -2.947 0.2 -0.6 -0.5 2.0020
C 1.426 -10.418 -1.440 -0.1 0.1 0.3 -1.3221
C 0.099 -10.718 -0.745 0.0 0.0 -0.1 -0.4751
C -0.939 -9.644 -1.064 0.2 0.0 0.2 -1.2523
C -1.125 -9.416 -2.565 -0.6 -0.4 -0.4 1.8122
N 0.210 -9.185 -3.206 0.3 0.4 1.2 0.2693
O 0.617 -7.978 -3.029 -0.1 0.1 -0.5 -0.4745
C -1.859 -10.609 -3.196 0.1 -0.1 -0.1 -1.7579
C -1.996 -8.190 -2.808 0.0 0.2 0.1 -2.0241
C 2.604 -9.637 -3.497 0.1 0.2 0.0 -2.0234
H 1.944 -11.934 -4.063 0.1 0.0 0.1 0.4813
H 0.567 -12.274 -3.037 -0.1 0.0 0.0 0.3150
H 0.358 -11.368 -4.537 0.0 0.0 0.0 0.3291
H 1.867 -9.526 -0.985 0.0 0.0 -0.1 0.3827
H 2.133 -11.235 -1.279 0.0 0.0 0.0 0.3585
H -0.272 -11.705 -1.032 0.0 0.0 0.0 0.3048
H 0.258 -10.759 0.334 0.0 0.0 0.0 0.3816
H -1.906 -9.911 -0.632 0.0 0.0 0.0 0.4068
H -0.631 -8.703 -0.598 0.0 0.0 -0.1 0.3246
H -1.891 -10.511 -4.282 0.0 0.0 0.0 0.3721
H -2.885 -10.627 -2.830 0.0 0.1 0.0 0.4593
H -1.420 -11.572 -2.953 0.0 0.0 0.0 0.3262
H -1.604 -7.308 -2.307 0.1 0.0 0.0 0.3286
H -2.996 -8.388 -2.421 0.0 0.0 0.0 0.4621
H -2.076 -7.973 -3.874 0.0 0.0 0.0 0.4586
H 2.521 -9.424 -4.564 0.0 0.0 0.0 0.4590
H 3.381 -10.387 -3.354 0.0 0.0 0.0 0.5199
H 2.912 -8.728 -2.987 -0.1 0.0 0.0 0.3000
```
Forces are in eV/Å.